Entry A
Formula: C6H14O2
Source: the Open Molecules 2025 dataset
Level of theory: ωB97M-V/def2-TZVPD

The geometry in XYZ format:
```
22
Properties=species:S:1:pos:R:3:nbo_charge:R:1
H -1.87 -5.90 1.26 0.4661
H 2.89 0.60 0.12 0.1985
O 3.02 0.85 -2.52 -0.7219
H -3.09 -0.14 0.74 0.2120
C 1.91 0.75 -0.33 -0.4232
C -1.50 1.31 1.37 -0.1953
C 0.88 1.45 0.55 -0.4583
H 1.23 1.65 -2.15 0.1715
C -2.92 0.84 1.19 -0.6469
H -1.34 1.74 2.35 0.1966
H 0.79 2.48 0.13 0.2152
H 3.90 0.72 -2.17 0.4639
H -3.16 -5.51 0.56 0.4667
H -3.53 1.57 0.66 0.2160
H 2.53 2.56 -1.47 0.1586
O -2.64 -6.30 0.82 -0.9328
C -0.51 0.94 0.56 -0.1709
H -0.77 0.30 -0.29 0.1903
H 1.58 -0.25 -0.61 0.2106
H -3.38 0.64 2.16 0.2099
C 2.18 1.53 -1.61 -0.0508
H 1.25 1.77 1.53 0.2241
```

Output
HOMO-LUMO gap   9.8228 eV

Entry B
Formula: C6H14O2
Source: the Open Molecules 2025 dataset
Level of theory: ωB97M-V/def2-TZVPD

The geometry in XYZ format:
```
22
Properties=species:S:1:pos:R:3:nbo_charge:R:1
C 3.30 -0.27 -0.65 -0.4148
C 2.66 -1.08 1.60 -0.6596
C 2.37 -0.50 0.27 0.0302
H 0.76 -0.23 -1.10 0.2146
H -0.06 -1.51 1.61 0.1971
H 4.35 -0.51 -0.71 0.2026
H -1.81 -2.37 0.27 0.2052
H 0.59 0.71 0.35 0.2421
H 3.69 -0.81 1.87 0.2277
H -5.78 2.84 -1.18 0.4611
O -1.36 1.91 -0.10 -0.9210
H 3.08 0.16 -1.63 0.1889
H -1.53 1.09 -0.59 0.4645
C 0.89 -0.27 -0.01 -0.4888
C -1.00 -1.85 -0.23 -0.4147
H 1.91 -0.83 2.34 0.2096
H -5.84 3.81 -2.23 0.4615
H -1.41 1.48 0.78 0.4623
H 2.65 -2.17 1.70 0.2267
C -0.06 -1.31 0.55 -0.1685
O -6.43 3.39 -1.60 -0.9225
H -0.96 -1.68 -1.30 0.1960
```

Output
HOMO-LUMO gap   9.9339 eV

Entry C
Formula: C6H14O2
Source: the Open Molecules 2025 dataset
Level of theory: ωB97M-V/def2-TZVPD

The geometry in XYZ format:
```
22
Properties=species:S:1:pos:R:3:nbo_charge:R:1
C -2.32 -0.28 1.09 -0.1758
O 2.97 -5.05 -0.73 -0.9403
H 2.87 -5.80 -1.33 0.4707
H 0.88 1.20 -2.56 0.1618
H -1.77 -0.15 3.13 0.1872
O 1.45 2.70 -1.27 -0.7222
C 0.42 0.61 -0.61 -0.4394
C -0.19 1.07 0.72 -0.4037
C -1.71 1.05 0.68 -0.4512
C 0.53 1.69 -1.64 -0.0601
H 0.18 0.49 1.58 0.2115
H -2.76 -0.90 0.31 0.1982
H 2.09 -4.69 -0.60 0.4697
H -2.16 1.80 1.33 0.2194
H -2.06 1.36 -0.32 0.2057
C -2.25 -0.72 2.33 -0.3997
H 1.35 0.03 -0.50 0.2079
H -2.71 -1.64 2.70 0.2009
H 0.20 2.08 0.94 0.2093
H -0.43 2.16 -1.84 0.1730
H 2.11 2.37 -0.65 0.4673
H -0.20 -0.24 -0.93 0.2099
```

Output
HOMO-LUMO gap   10.4492 eV

Unit: hartree. Relative energies: entry A 0.0062; entry B 0.0237; entry C 0.0000.

Entry A
Formula: C4H11N2O3
Source: the Open Molecules 2025 dataset
Level of theory: ωB97M-V/def2-TZVPD

The geometry in XYZ format:
```
20
Properties=species:S:1:pos:R:3:nbo_charge:R:1
N 1.12 0.27 2.14 -0.6431
H -0.66 1.35 1.98 0.1887
O 1.24 -1.99 2.44 -0.6293
C -1.78 -0.23 -1.29 0.1376
N -0.64 -0.34 -0.22 -0.7257
C 0.29 1.24 1.44 -0.2221
H 1.43 -0.24 -2.84 0.4337
H 2.12 0.24 1.99 0.3832
H -0.12 1.73 -0.71 0.1780
O -1.53 -0.91 -2.44 -0.9328
H 0.76 2.23 1.49 0.1776
C 0.58 -0.98 2.34 0.5478
H 1.19 0.78 -0.27 0.1605
C 0.11 0.86 -0.06 -0.2314
H -2.61 -0.82 -0.84 0.1060
H -0.01 -0.93 -2.92 0.5121
H -1.90 0.86 -1.43 0.0806
H -0.11 -1.12 -0.58 0.3982
O 1.01 -1.11 -2.76 -1.0355
H -0.51 -0.92 2.53 0.1160
```

Output
HOMO-LUMO gap   7.1154 eV
Total charge   -1

Entry B
Formula: C4H11N2O3
Source: the Open Molecules 2025 dataset
Level of theory: ωB97M-V/def2-TZVPD

The geometry in XYZ format:
```
20
Properties=species:S:1:pos:R:3:nbo_charge:R:1
H -1.64 -1.32 -1.01 0.1710
O 0.08 0.38 2.34 -0.7948
H 0.79 -1.09 -1.45 0.1738
N -0.06 0.50 -0.46 -0.6708
H -0.83 -2.83 -0.62 0.1796
O -0.44 2.20 -2.70 -0.9727
C 0.34 -0.95 -0.47 -0.2417
O 2.14 1.36 2.29 -0.7715
C 0.97 1.25 0.26 -0.3661
H 1.05 -1.19 0.33 0.1893
N -1.53 -1.79 1.03 -0.8592
H -0.36 1.27 -2.40 0.4913
C -0.92 -1.79 -0.32 -0.2301
H -1.01 -2.49 1.52 0.3386
H -1.35 -0.92 1.54 0.3998
C 1.06 0.94 1.83 0.7613
H 1.93 1.07 -0.22 0.1915
H -0.89 0.51 0.13 0.3619
H -0.11 2.56 -1.86 0.4666
H 0.78 2.33 0.23 0.1820
```

Output
HOMO-LUMO gap   8.0486 eV
Total charge   -1

Unit: hartree. Relative energies: entry A 0.0626; entry B 0.0000.

Entry A
Formula: C4H9N
Source: the Open Molecules 2025 dataset
Level of theory: ωB97M-V/def2-TZVPD

The geometry in XYZ format:
```
14
Properties=species:S:1:pos:R:3:nbo_charge:R:1
H 0.22 -1.19 -0.13 0.4267
H 1.14 0.55 2.07 0.1532
H 2.46 1.05 1.08 0.1737
H 1.81 -0.63 0.92 0.1758
C -1.88 -0.07 -0.32 -0.6493
C 0.47 0.90 0.07 -0.6096
H -2.42 0.74 -0.82 0.1710
H 0.47 1.92 -0.33 0.1547
H -2.31 -1.03 -0.62 0.1858
C -0.36 -0.06 -0.61 -0.0745
H -2.06 0.01 0.76 0.1754
N 0.05 -1.33 -1.24 -0.9631
H 0.84 -1.27 -1.88 0.3216
C 1.57 0.42 1.05 -0.6412
```

Output
HOMO-LUMO gap (spin up / spin down)   4.6899 / 5.6229 eV
2S+1   2
Total charge   -1

Entry B
Formula: C4H9N
Source: the Open Molecules 2025 dataset
Level of theory: ωB97M-V/def2-TZVPD

The geometry in XYZ format:
```
14
Properties=species:S:1:pos:R:3:lowdin_charge:R:1
C 2.52 -0.18 0.19 -0.1846
H 0.22 0.47 1.17 0.0755
H 1.88 0.93 0.03 0.0982
C 1.28 0.05 -0.57 -0.2239
H -0.18 -1.12 0.63 0.0859
H -2.46 -0.37 1.33 0.0383
H -3.29 0.47 -0.07 0.0311
H 2.86 -1.23 0.27 0.0398
H 3.43 0.25 -0.21 0.0143
N -1.24 0.52 -0.25 -0.2668
C -0.07 -0.07 0.24 -0.4808
C -2.43 -0.15 0.22 -0.3535
H -2.50 -1.09 -0.34 0.0254
H 0.95 0.25 -1.62 0.1011
```

Output
HOMO-LUMO gap (spin up / spin down)   5.2176 / 4.6911 eV
2S+1   2
Total charge   -1

Unit: hartree. Relative energies: entry A 0.0000; entry B 0.0552.

Entry A
Formula: H2N5O2
Source: the Open Molecules 2025 dataset
Level of theory: ωB97M-V/def2-TZVPD

The geometry in XYZ format:
```
9
Properties=species:S:1:pos:R:3:nbo_charge:R:1
N -1.24 -0.44 0.41 -0.1621
N 0.65 0.63 -0.55 0.2391
N 0.81 0.19 0.75 0.3289
N -0.68 0.03 -0.81 -0.3511
H -1.22 0.58 -1.35 0.3519
H -1.39 -2.11 0.26 -0.1239
O 1.85 0.38 1.44 -0.5393
N -0.29 -0.19 1.29 -0.1876
O 1.51 0.92 -1.45 -0.5560
```

Output
HOMO-LUMO gap (spin up / spin down)   7.0033 / 7.3536 eV
Total charge   -1

Entry B
Formula: H2N5O2
Source: the Open Molecules 2025 dataset
Level of theory: ωB97M-V/def2-TZVPD

The geometry in XYZ format:
```
9
Properties=species:S:1:pos:R:3:nbo_charge:R:1
N 2.58 0.78 1.01 -0.0869
O 2.50 -1.10 -0.34 -0.3647
N 2.42 -0.11 0.35 0.4378
H -0.83 -1.04 0.15 0.3329
N -0.10 0.48 -1.00 -0.7850
H -0.43 1.43 -0.93 0.2874
O -2.86 -0.67 0.84 -0.7041
N -1.07 -0.10 -0.29 -0.1325
N -2.21 0.34 0.21 0.0150
```

Output
HOMO-LUMO gap (spin up / spin down)   5.8985 / 5.8964 eV
Total charge   -1

Unit: hartree. Relative energies: entry A 0.1462; entry B 0.0000.

Entry A
Formula: C2F3NO5PbS2
Source: the Open Molecules 2025 dataset
Level of theory: ωB97M-V/def2-TZVPD

The geometry in XYZ format:
```
14
Properties=species:S:1:pos:R:3:nbo_charge:R:1
C -1.72 2.29 -0.74 0.7629
O 0.88 1.86 -0.86 -0.9748
O 3.09 -2.36 0.69 -0.7640
O 2.24 -1.19 2.45 -0.5546
S -0.36 1.00 -0.90 1.3016
O -1.68 -1.77 -0.40 -0.9783
Pb 1.95 -3.03 -1.12 0.7242
O 0.83 -1.93 0.37 -1.0669
C 2.27 -1.76 1.40 1.0638
S -0.79 -1.27 0.70 1.6266
F -2.90 1.70 -0.61 -0.3271
F -1.73 3.01 -1.86 -0.3345
N -0.58 0.33 0.60 -1.1616
F -1.53 3.11 0.28 -0.3171
```

Output
HOMO-LUMO gap (spin up / spin down)   6.0198 / 7.7346 eV
2S+1   2
Total charge   -1

Entry B
Formula: C2F3NO5PbS2
Source: the Open Molecules 2025 dataset
Level of theory: ωB97M-V/def2-TZVPD

The geometry in XYZ format:
```
14
Properties=species:S:1:pos:R:3:nbo_charge:R:1
O 0.44 3.44 1.93 -0.5236
O -0.09 -0.14 -1.44 -1.0339
O -2.22 -0.49 -0.16 -0.9300
S -0.76 -0.64 -0.18 2.1810
F -0.98 -3.09 0.74 -0.3191
O -0.17 3.09 -0.28 -0.5967
F 0.73 -2.82 -0.55 -0.3157
C -0.54 -2.50 -0.36 0.7281
F -1.25 -2.94 -1.39 -0.3201
C 0.31 3.16 0.80 1.0594
S 1.59 0.07 1.15 0.6346
O 1.80 1.46 0.28 -1.1164
N -0.12 -0.13 1.16 -1.1292
Pb 1.27 1.53 -1.70 0.6816
```

Output
HOMO-LUMO gap (spin up / spin down)   4.6608 / 7.2992 eV
2S+1   2
Total charge   -1

Unit: hartree. Relative energies: entry A 0.0041; entry B 0.0000.

Entry A
Formula: C6H15BrN
Source: the Open Molecules 2025 dataset
Level of theory: ωB97M-V/def2-TZVPD

The geometry in XYZ format:
```
23
Properties=species:S:1:pos:R:3:nbo_charge:R:1
C 1.55 -0.57 -0.99 -0.6868
H 0.69 -0.74 2.49 0.2541
H 0.14 2.30 0.82 0.2291
H -0.11 1.19 -1.82 0.2265
C 0.76 -0.94 0.22 0.2370
Br -2.58 -0.29 0.36 0.0277
C 1.30 -0.82 1.59 -0.7156
H 1.17 -1.10 -1.81 0.2297
C -1.18 1.32 -1.58 -0.7413
H 1.95 0.04 1.58 0.2563
H 1.21 0.43 -1.38 0.2353
H -1.95 0.82 -2.16 0.2548
H -1.37 2.36 -1.69 0.2471
H -1.19 1.72 1.87 0.2337
H -1.49 2.95 0.67 0.2356
H 0.43 -2.90 -0.47 0.4390
H 2.06 -1.69 1.79 0.2325
H -1.09 -2.12 -0.45 0.4621
C -1.30 1.05 -0.17 0.0859
H -0.46 -2.51 1.00 0.4587
C -0.96 2.08 0.93 -0.6803
H 2.55 -0.44 -0.84 0.2507
N -0.11 -2.14 0.04 -0.7716
```

Output
HOMO-LUMO gap (spin up / spin down)   7.2133 / 8.9270 eV
Total charge   +1

Entry B
Formula: C6H15BrN
Source: the Open Molecules 2025 dataset
Level of theory: ωB97M-V/def2-TZVPD

The geometry in XYZ format:
```
23
Properties=species:S:1:pos:R:3:nbo_charge:R:1
H 1.32 0.61 -3.55 0.2327
H 2.41 1.01 -0.06 0.2363
H 1.70 2.34 -3.41 0.2302
H 2.71 0.11 -1.54 0.2321
C -0.87 -2.52 2.51 -0.6977
H -2.65 0.46 2.60 0.2358
H -0.91 -2.73 3.58 0.2556
N 1.05 1.39 -1.62 -0.3745
Br -0.12 -0.03 1.36 0.3140
H 0.02 1.79 -3.42 0.2377
H -3.33 -1.00 1.87 0.2393
C 0.10 0.40 -1.16 -0.3926
H -1.59 -3.20 2.04 0.2371
H -2.91 -1.00 3.57 0.2521
C 1.03 1.55 -3.09 -0.4184
C -2.60 -0.62 2.59 -0.6987
C -1.24 -1.11 2.29 -0.0012
H 3.12 1.83 -1.47 0.2319
H 0.78 2.29 -1.20 0.4313
H 0.13 -2.75 2.16 0.2359
H -0.92 0.67 -1.39 0.2004
C 2.41 1.07 -1.14 -0.4143
H 0.35 -0.59 -1.52 0.1951
```

Output
HOMO-LUMO gap (spin up / spin down)   6.4292 / 8.8886 eV
Total charge   +1

Unit: hartree. Relative energies: entry A 0.0124; entry B 0.0000.

Entry A
Formula: C2HN3O3
Source: the Open Molecules 2025 dataset
Level of theory: ωB97M-V/def2-TZVPD

The geometry in XYZ format:
```
9
Properties=species:S:1:pos:R:3:nbo_charge:R:1
N -2.00 -0.13 -0.26 0.3966
H -2.39 0.51 0.56 0.3201
N 1.76 -1.06 0.04 0.3312
O -1.42 -1.01 0.28 -0.3625
N 1.25 2.48 0.25 -0.2281
O 1.91 -2.20 -0.03 -0.2909
C 1.39 1.32 0.32 0.1637
O -2.21 0.03 -1.45 -0.3527
C 1.69 0.06 0.30 0.0227
```

Output
HOMO-LUMO gap   10.4805 eV

Entry B
Formula: C2HN3O3
Source: the Open Molecules 2025 dataset
Level of theory: ωB97M-V/def2-TZVPD

The geometry in XYZ format:
```
9
Properties=species:S:1:pos:R:3:nbo_charge:R:1
H -0.19 -0.57 0.48 0.4395
N 0.87 1.06 -2.16 -0.0959
O 1.59 -0.98 -1.20 -0.4733
N 0.01 0.23 -0.05 -0.6761
O -1.61 1.91 0.35 -0.4663
O -0.34 1.02 -2.81 -0.2297
C 0.93 0.01 -1.15 0.7626
N -0.04 1.98 -1.87 -0.0624
C -0.80 1.23 -0.17 0.8017
```

Output
HOMO-LUMO gap   9.5187 eV

Unit: hartree. Relative energies: entry A 0.0534; entry B 0.0000.